[1]
DFT (ωB97M-V/def2-TZVPD) results for a cluster of 2 separate species, C5H14NO in total in a non-equilibrium geometry.

Its net charge is +1. The value obtained for the frontier orbital gap is 9.9554 eV. Its HOMO energy is -14.60 eV. The energy above the lowest of the compared OMol25 structures with the same formula, charge and spin comes out at 3.068 eV. As for the multiplicity: 1. The electronic energy comes out at -328.573490 Ha. The value obtained for the lowest unoccupied orbital energy is -4.64 eV.

Structure (XYZ):
```
21
Properties=species:S:1:pos:R:3:forces:R:3:mulliken_charge:R:1
C -2.1507 0.1351 -0.7070 -1.583 0.635 -0.887 -1.09
C -1.2046 1.1279 -1.4417 -0.020 -1.966 0.922 -0.34
C 0.2373 0.4817 -1.5755 1.041 0.746 -0.073 -0.43
C 1.0675 -0.5467 -0.5863 -1.995 2.795 0.045 -0.73
C 1.5198 0.9909 1.1161 3.216 1.597 1.172 -0.27
N 0.9191 -0.0817 0.8447 -0.325 0.525 0.584 0.14
H -2.2391 -0.8402 -1.2131 0.409 0.300 0.056 0.31
H -1.8491 -0.0395 0.3226 -0.029 0.061 0.139 0.27
H -3.2207 0.5121 -0.7238 1.254 -0.239 0.321 0.33
H -1.5675 1.2434 -2.5010 0.330 0.559 1.276 0.30
H -1.1008 2.0800 -0.8103 -0.432 -1.187 -1.400 0.26
H 0.4736 0.1449 -2.6419 -0.297 0.408 1.562 0.36
H 0.7857 1.4067 -1.3414 0.689 -0.354 -0.872 0.25
H 0.6905 -1.5514 -0.5801 0.774 -0.643 -0.588 0.39
H 2.0810 -0.1282 -0.8028 -0.491 -2.072 -0.285 0.35
H 1.5807 1.3990 2.1419 -0.719 -0.317 -0.524 0.30
H 2.3493 1.4708 0.4608 -2.049 -0.836 0.481 0.25
H 0.4485 -0.5506 1.7050 0.136 -0.105 -1.984 0.39
H -0.3116 -2.8251 2.8862 1.074 1.383 -0.398 0.32
H 1.1972 -2.3648 2.8051 -0.209 -0.219 0.149 0.32
O 0.2937 -2.0641 2.6423 -0.773 -1.073 0.304 -0.66
```
Forces are in eV/Å.



[2]
DFT (ωB97M-V/def2-TZVPD) results for a cluster of 10 separate species, C6H33NO9 in total in a non-equilibrium geometry.

The value obtained for the frontier orbital gap is 9.4763 eV. Its HOMO energy is -9.22 eV. The energy above the lowest of the compared OMol25 structures with the same formula, charge and spin comes out at 3.479 eV. As for the multiplicity: 1. The SMILES is CN[C@@H](C)C(C)C.O.O.O.O.O.O.O.O.O. The electronic energy comes out at -980.239673 Ha. The value obtained for the lowest unoccupied orbital energy is 0.26 eV.

Structure (XYZ):
```
49
Properties=species:S:1:pos:R:3:forces:R:3:mulliken_charge:R:1
C -0.6824 -3.4580 -0.4756 1.995 -2.464 -0.437 -1.27
N -0.0243 -2.5785 -1.4307 -1.069 1.883 -1.196 -0.25
C 0.3196 -1.2302 -0.8640 -2.008 -1.260 1.595 0.50
C 1.1795 -0.3366 -1.7312 1.411 -3.354 -1.792 0.76
C 1.6119 0.9860 -1.2408 -1.586 1.766 0.676 -0.83
C 2.5388 -1.1353 -2.0561 -0.685 -0.454 3.242 -1.61
C 0.9585 -1.4134 0.5139 -0.337 -0.092 2.357 -2.13
H -1.1518 -4.3865 -0.9054 0.590 0.964 -0.309 0.32
H -1.4692 -3.0802 0.1312 -0.334 1.130 0.421 0.42
H 0.1711 -3.8372 0.1238 -1.007 -0.187 0.612 0.41
H 0.7958 -2.9680 -1.8485 0.212 -0.636 0.006 0.35
H -0.7951 -0.8833 -0.7305 2.048 0.466 0.155 0.23
H 0.7300 -0.3806 -2.7080 -0.609 0.956 -0.443 0.44
H 0.7825 1.7209 -1.2793 0.125 -0.328 0.126 -0.41
H 1.9104 0.9808 -0.1615 0.441 0.106 -1.224 0.24
H 2.3129 1.3782 -1.9756 0.535 0.081 0.565 0.52
H 2.8996 -1.0564 -3.0627 0.220 0.144 -0.274 0.36
H 2.4955 -2.1819 -1.6773 -0.202 0.277 -1.042 0.39
H 3.2208 -0.7827 -1.2595 0.421 0.325 -0.960 0.34
H 0.2583 -1.8591 1.2760 0.285 0.644 -0.844 0.58
H 1.8478 -2.0450 0.6877 -0.137 -0.123 -1.201 0.26
H 1.3099 -0.4790 0.9508 -0.343 0.272 -0.004 0.53
H -2.5629 -2.8906 -2.2467 -0.523 1.251 0.338 0.33
H -3.4240 -1.5444 -1.8708 0.766 0.646 0.185 0.31
O -3.4313 -2.4454 -2.1538 -0.236 -1.942 -0.540 -0.62
H -0.9573 0.2014 1.1619 -0.472 0.418 1.106 0.36
H -2.3781 0.5979 1.4770 0.660 -0.146 0.489 0.36
O -1.4961 0.5472 1.9175 0.252 -0.432 -1.111 -0.71
H -1.7913 3.8721 -2.0218 -0.504 0.251 -0.647 0.29
H -0.6360 3.3566 -1.2285 -0.680 0.196 0.492 0.29
O -1.5971 3.5387 -1.1545 1.177 -0.490 0.347 -0.61
H -2.0738 -0.4686 -4.2819 -0.184 -1.187 -0.498 0.27
H -1.3383 -0.7718 -2.8266 -0.851 0.455 -1.957 0.29
O -1.7403 -0.1203 -3.4740 1.056 0.641 2.563 -0.63
H 0.2700 3.4973 1.6835 -0.764 -0.604 0.466 0.30
H 1.4007 4.3795 1.4269 0.512 0.376 -0.130 0.27
O 0.8252 3.7730 0.9660 0.235 0.133 -0.396 -0.55
H -0.1024 1.2734 3.3487 -0.623 0.087 -0.440 0.30
H 0.9433 0.5941 4.1188 -0.095 -0.436 0.343 0.39
O 0.6384 1.4776 3.9197 0.311 0.692 0.091 -0.67
H -2.7681 0.6748 -0.9986 -0.155 0.640 0.565 0.32
H -2.5816 1.8465 0.0614 -0.961 -1.365 -1.031 0.35
O -3.1057 1.0067 -0.1411 0.840 1.120 -0.184 -0.74
H 4.0332 1.1656 2.2179 -0.509 0.202 0.211 0.24
H 2.7428 1.7035 2.9894 0.285 -0.516 -0.887 0.34
O 3.0626 1.1404 2.2422 0.069 0.161 0.715 -0.55
H 1.5071 -1.7774 3.1760 -0.450 -0.612 -0.295 0.31
H 2.2023 -0.5754 3.6052 0.373 0.276 0.031 0.32
O 1.4906 -1.1556 3.8980 0.508 0.071 0.143 -0.70
```
Forces are in eV/Å.



[3]
DFT (ωB97M-V/def2-TZVPD) results for a cluster of 17 separate species, H33O17 in total in a non-equilibrium geometry.

Its net charge is -1. The value obtained for the frontier orbital gap is 8.5625 eV. Its HOMO energy is -6.28 eV. The energy above the lowest of the compared OMol25 structures with the same formula, charge and spin comes out at 3.877 eV. As for the multiplicity: 1. The electronic energy comes out at -1298.851898 Ha. The value obtained for the lowest unoccupied orbital energy is 2.29 eV.

Structure (XYZ):
```
50
Properties=species:S:1:pos:R:3:forces:R:3:mulliken_charge:R:1
O -3.3260 2.7674 2.4732 0.063 0.878 0.357 -0.62
H -3.4262 1.8169 2.4966 -0.141 -0.190 -0.579 0.31
H -3.4867 3.1220 1.5886 0.046 -0.714 0.199 0.30
O 0.0873 -3.7010 1.2987 0.586 1.068 1.583 -0.58
H 0.5184 -3.8318 2.1593 0.096 -0.727 -0.388 0.26
H -0.0706 -2.7305 1.4659 0.554 -0.568 -1.134 0.37
O 2.2001 2.1699 -1.5908 0.048 -0.140 0.008 -0.60
H 2.4560 2.8690 -0.9827 -0.070 0.213 -0.053 0.29
H 2.4377 1.3817 -1.0875 0.122 -0.088 0.164 0.30
O 3.8992 0.0984 0.0504 1.567 -2.925 -0.088 -0.61
H 3.9701 -0.5558 0.7849 -0.327 1.290 0.205 0.29
H 4.3641 -0.5502 -0.5784 -1.085 1.970 0.268 0.34
O 0.2225 -0.9671 1.4448 1.468 0.191 0.388 -0.80
H 0.4192 -0.6349 0.4893 -1.524 -0.967 0.389 0.47
O -4.8918 -2.9288 -0.5961 2.881 -0.191 -0.357 -0.70
H -1.0099 0.4236 -0.5654 0.839 1.914 -1.113 0.33
H -4.2217 -3.2225 0.0725 -1.112 -0.340 -0.028 0.33
O -0.1015 -3.0460 -1.9070 -0.157 0.076 -1.236 -0.73
H 2.7375 -1.0148 2.2123 -1.048 -0.170 0.223 0.31
H -0.4562 -3.4654 -1.1372 -0.063 -0.299 0.641 0.29
O 0.0105 5.1494 -0.2300 -1.277 1.099 -0.216 -0.57
H -0.4869 4.5627 -0.7989 0.838 -0.918 -0.352 0.30
H -0.6922 -1.1414 1.6483 -0.560 0.814 -0.544 0.26
O 3.1798 -0.9644 3.0571 1.212 0.204 0.265 -0.63
H -0.2048 -2.0449 -1.7816 0.505 -0.608 0.408 0.43
H 2.6403 -1.3091 3.7706 -0.432 -0.028 -0.470 0.29
O 0.9556 4.3651 2.8646 -0.823 0.207 -0.981 -0.63
H 0.2260 4.8615 2.4552 0.098 0.502 0.750 0.32
H 0.9897 3.7544 2.1200 0.724 -0.727 0.178 0.30
O 0.0312 -0.6846 -1.1483 0.497 0.281 0.574 -1.00
H 0.7311 -0.1284 -1.5057 -0.534 0.225 -0.145 0.12
H -1.7935 -3.5582 0.3961 1.085 -0.319 0.190 0.26
O 5.2026 -2.2375 -3.1843 1.536 0.604 -0.476 -0.64
H 4.7120 -1.5220 -2.7479 -0.583 -1.163 -0.172 0.40
H 4.8386 -3.1153 -3.0962 -0.740 0.326 0.428 0.29
O -2.2898 -4.3270 0.6409 -3.039 0.018 -0.431 -0.64
H -1.7925 -5.0908 0.9002 1.030 0.315 -0.002 0.32
H -4.2108 -2.9166 -1.3321 -1.544 0.141 0.481 0.37
O -2.6877 4.7832 -1.1386 1.590 1.298 0.136 -0.67
H -2.0652 4.1303 -0.7604 -2.063 -0.424 -0.250 0.31
H -3.5939 4.5886 -1.3516 0.015 -1.199 0.281 0.28
O -1.1109 1.4601 -0.5383 -0.991 -0.280 0.842 -0.55
H -0.9920 1.8093 -1.4292 0.105 -0.755 0.073 0.24
H -0.6424 5.8817 -0.3351 0.961 -0.082 0.563 0.34
O 2.9902 -1.0889 -2.1693 -1.186 1.310 -0.267 -0.62
H 2.4697 -0.2852 -2.4090 0.966 -0.659 -0.500 0.26
H 2.4480 -1.3160 -1.4062 -0.097 -0.832 0.311 0.34
O -3.9704 -0.3670 0.5869 -1.188 0.517 0.801 -0.65
H -4.1021 -1.2898 0.3276 0.626 0.430 -0.365 0.29
H -3.1119 0.0408 0.5036 0.530 -0.580 -0.562 0.34
```
Forces are in eV/Å.



[4]
DFT (ωB97M-V/def2-TZVPD) results for a structure of composition C16H26F6O13Sn in a non-equilibrium geometry.

The value obtained for the frontier orbital gap is 4.0906 eV. Its HOMO energy is -8.69 eV. As for the multiplicity: 1. The electronic energy comes out at -2416.601296 Ha. The value obtained for the lowest unoccupied orbital energy is -4.60 eV.

Structure (XYZ):
```
62
Properties=species:S:1:pos:R:3:forces:R:3:mulliken_charge:R:1
Sn 3.1442 4.8509 1.5085 -0.372 -3.448 -2.065 1.27
O 4.3860 1.6712 -1.3787 0.861 -1.703 0.076 -0.50
C 4.2286 2.8802 -1.8697 3.685 -0.278 -0.341 0.73
O 5.1076 3.2974 -2.6305 -0.375 -0.226 -0.647 -0.62
O 3.3256 3.6048 -1.4518 -3.356 3.245 2.421 -0.55
H 3.6991 1.3835 -0.7729 -1.097 0.223 0.105 0.46
O 2.1483 -0.2425 1.7883 0.300 -0.778 1.999 -0.46
C 2.2243 0.9471 1.1989 0.016 -0.215 -0.731 0.65
O 1.9699 0.9351 0.0370 -0.950 -0.220 -4.885 -0.70
O 2.5892 1.9539 1.7898 1.558 4.179 4.011 -0.53
H 1.9770 -0.7429 0.9872 -0.235 -0.832 0.019 0.24
C -3.3621 4.2150 -2.0091 0.151 -0.360 -0.450 -0.78
O -2.7338 3.0005 -2.3861 -0.366 -0.071 0.927 -0.22
C -3.3527 1.8905 -1.7383 2.090 -0.853 -0.418 -0.66
C -2.6972 0.6298 -2.2822 0.762 -0.597 -1.705 -0.43
O -1.2687 0.7587 -2.3766 -0.373 0.620 1.487 -0.16
C -0.5732 -0.3479 -2.9102 -0.268 0.931 -2.092 0.05
C 0.9741 -0.1558 -3.0181 -0.559 0.740 0.837 -0.33
O 1.2695 1.1506 -3.5285 -1.273 -0.447 0.126 -0.23
C 2.4291 1.2177 -4.2785 1.450 -0.258 -0.286 -0.98
H -4.3935 4.1527 -2.3561 -0.255 0.488 0.043 0.31
H -2.8240 5.0358 -2.4834 -0.129 -0.119 -0.208 0.23
H -3.3497 4.4135 -0.9374 0.018 -0.273 0.268 0.30
H -4.4118 1.8521 -1.9932 -0.202 0.010 0.569 0.36
H -3.0615 1.7508 -0.6972 -0.703 1.281 0.650 0.31
H -3.1698 0.4695 -3.2513 0.469 -0.193 -0.722 0.33
H -2.9325 -0.2831 -1.7351 -0.254 0.139 0.605 0.27
H -0.9187 -0.3249 -3.9437 0.062 -0.659 -0.535 0.37
H -0.9207 -1.2956 -2.4987 0.390 -0.206 0.422 -0.30
H 1.4395 -0.9130 -3.6491 -0.450 -0.260 -0.322 0.45
H 1.4374 -0.2766 -2.0389 0.080 0.267 0.248 0.05
H 3.2550 0.7502 -3.7424 0.336 0.146 0.219 0.38
H 2.7174 2.2384 -4.5297 -0.326 0.204 0.527 0.28
H 2.4341 0.7208 -5.2486 -0.706 -0.449 -0.257 0.35
C 0.3909 -2.8608 -0.1016 0.251 -0.357 -1.200 -0.57
C -0.4030 -4.1091 -0.5989 1.296 -0.643 0.081 -0.63
O -1.7441 -3.8165 -0.8137 -2.964 1.839 0.368 -0.26
C -2.4296 -3.9328 -1.9268 1.836 -3.299 -3.555 0.45
O -2.0509 -4.5077 -2.9806 -0.775 2.274 3.373 -0.59
C -3.9196 -3.5248 -1.8670 0.976 -1.232 -0.205 0.89
F -4.0706 -2.4627 -2.6735 -0.709 -0.519 0.612 -0.21
F -4.6194 -4.6196 -2.3746 0.436 2.194 1.118 -0.25
F -4.2745 -3.2498 -0.6009 -0.585 -0.065 -1.145 -0.24
H 0.1809 -2.3527 0.8396 -0.696 -0.639 0.105 0.37
H 0.3185 -2.1026 -0.8814 -0.215 0.100 -0.002 -0.07
H 1.4595 -3.0754 -0.0917 0.044 -0.439 0.077 0.42
H -0.4567 -4.9721 0.0648 0.460 0.298 0.554 0.37
H -0.0487 -4.5492 -1.5310 0.667 0.496 -0.120 0.38
C 2.4705 1.2068 5.0660 -1.083 -0.919 -0.317 -0.64
C 1.1227 1.2768 5.7759 -0.387 0.159 -1.366 -0.33
O 0.6980 -0.0344 6.1395 1.618 -0.742 2.636 -0.35
C -0.1940 -0.8209 5.5906 -0.748 3.610 -0.681 0.41
O -0.8236 -0.4792 4.6380 -0.615 -0.877 -0.801 -0.54
C -0.4563 -2.0366 6.4284 -2.054 -0.211 0.032 0.94
F 0.6412 -2.7221 6.4769 1.327 -1.185 0.866 -0.23
F -0.9564 -1.7626 7.6722 0.981 -0.015 -0.905 -0.25
F -1.3991 -2.7629 5.8185 0.072 -0.195 0.063 -0.24
H 2.3599 0.6592 4.1301 -0.295 0.658 -0.430 -0.02
H 3.1528 0.5066 5.5480 0.360 0.841 0.809 0.33
H 2.7611 2.2459 4.9117 0.709 -0.334 -0.073 0.29
H 0.3448 1.7080 5.1458 0.088 -0.063 -0.416 0.33
H 1.1596 1.9629 6.6220 0.023 -0.763 0.628 0.31
```
Forces are in eV/Å.